# C27H21BCl2F4N5NiO2

A molecular structure, C27H21BCl2F4N5NiO2 (the ωB97M-V functional and the def2-TZVPD basis, the OMol25 dataset).

Structure (XYZ):
```
63
Properties=species:S:1:pos:R:3:forces:R:3
Ni 1.0561 -0.5230 0.2607 0.050 0.033 -0.061
C -3.1873 1.8574 -4.4876 -0.023 0.012 -0.036
C -2.4341 1.7234 -3.1922 0.022 -0.005 0.006
C -3.0869 1.7304 -1.9616 -0.007 -0.004 0.012
C -2.4065 1.5086 -0.7811 0.014 -0.002 0.011
C -1.0193 1.2772 -0.7436 -0.012 -0.026 -0.024
N -0.3542 0.9103 0.3963 -0.027 0.043 -0.017
C -0.6764 1.4661 1.6044 -0.007 0.039 -0.012
C -0.9884 2.8303 1.7577 -0.011 0.010 -0.011
C -1.1731 3.4101 2.9948 -0.003 0.041 -0.047
C -1.0399 2.6763 4.1713 0.017 -0.026 0.027
C -1.1254 3.3349 5.5211 -0.025 -0.001 0.040
C -0.7683 1.3247 4.0436 -0.017 0.022 -0.013
C -0.6355 0.7234 2.7984 -0.010 -0.062 0.029
N -0.5387 -0.7031 2.7798 0.070 -0.039 -0.020
C -1.1907 -1.5439 3.6108 -0.020 0.031 0.011
C -0.8065 -2.8258 3.2973 -0.023 -0.025 0.007
C 0.0920 -2.6700 2.2353 0.037 0.009 -0.021
N 0.2454 -1.3920 1.9365 -0.032 0.022 0.041
C -0.3645 1.3565 -1.9896 0.039 0.019 -0.010
C -1.0609 1.5354 -3.1760 -0.024 -0.001 0.007
N 1.0622 1.3356 -2.0713 -0.007 -0.023 0.013
C 1.8278 2.1366 -2.8432 -0.020 0.005 -0.007
C 3.1433 1.8141 -2.6043 -0.011 0.009 0.004
C 3.0900 0.7957 -1.6418 0.020 -0.014 -0.005
N 1.8333 0.5148 -1.3413 0.019 0.017 0.044
H -4.1325 2.3820 -4.3396 0.002 0.002 0.005
H -3.4195 0.8794 -4.9177 0.005 -0.006 0.011
H -2.6113 2.4112 -5.2314 0.008 -0.002 0.006
H -4.1613 1.8800 -1.9300 -0.002 0.000 -0.004
H -2.9471 1.4755 0.1569 -0.007 0.001 -0.004
H -1.0540 3.4355 0.8618 0.006 -0.001 0.003
H -1.3906 4.4719 3.0514 -0.001 0.000 0.005
H -1.8198 4.1767 5.5056 0.003 -0.001 -0.006
H -0.1527 3.7175 5.8401 0.006 0.000 -0.008
H -1.4670 2.6346 6.2853 0.006 -0.005 -0.005
H -0.6467 0.7123 4.9298 0.004 0.011 0.009
H -1.8859 -1.1616 4.3370 -0.001 -0.019 0.007
H -1.1400 -3.7395 3.7559 0.004 0.002 0.005
H 0.6273 -3.4152 1.6702 -0.002 0.009 0.010
H -0.5069 1.5196 -4.1084 -0.002 0.004 -0.006
H 1.3746 2.8824 -3.4724 0.007 0.002 -0.007
H 4.0160 2.2706 -3.0361 0.003 -0.001 -0.002
H 3.8818 0.2880 -1.1129 -0.006 0.004 -0.005
Cl 0.8185 -6.5679 -3.9869 0.007 -0.002 0.001
C 0.5846 -5.0907 -3.0829 -0.011 -0.002 -0.001
C -0.6219 -4.3852 -3.2365 -0.005 0.005 -0.007
C -0.8325 -3.2317 -2.5416 0.001 -0.007 -0.019
Cl -2.3101 -2.3504 -2.7493 -0.007 -0.008 -0.004
C 0.1352 -2.6793 -1.6241 0.031 0.041 -0.016
O -0.1224 -1.6194 -0.9983 -0.050 -0.065 0.035
C 1.3526 -3.4292 -1.5183 0.010 -0.013 0.019
C 2.4365 -3.0062 -0.6712 0.017 0.049 0.036
O 2.4962 -2.0123 0.0444 -0.020 -0.065 0.015
C 1.5503 -4.6198 -2.2457 -0.016 0.010 -0.011
H -1.3824 -4.7556 -3.9103 -0.003 0.002 -0.001
H 3.3154 -3.6759 -0.6768 -0.010 0.008 -0.016
H 2.4852 -5.1557 -2.1314 0.001 -0.007 -0.003
F 4.0308 1.2850 2.9267 0.001 -0.033 -0.038
B 3.6416 0.2190 2.1224 -0.060 0.024 0.050
F 2.3649 0.5830 1.5064 0.002 -0.029 -0.003
F 3.4434 -0.9383 2.8680 -0.002 -0.006 0.005
F 4.5563 0.0060 1.0857 0.072 0.016 -0.023
```
Positions in Å, forces in eV/Å.

Output
Total charge: -1
Orbital gap (spin up / spin down) (eV): 6.703 / 6.645
Total energy (eV): -117530.621
2S+1: 3

# C27H21Cl2N5O2PdS

A molecular structure, C27H21Cl2N5O2PdS (the ωB97M-V functional and the def2-TZVPD basis, the OMol25 dataset).

Structure (XYZ):
```
59
Properties=species:S:1:pos:R:3:forces:R:3
Pd -0.0739 -0.2686 1.0300 0.391 0.534 -0.226
N -2.0935 1.9613 3.9778 0.030 0.068 -0.044
C -1.4734 1.5349 2.8583 -0.074 -0.065 0.092
S -2.0666 0.0724 2.1196 -0.084 -0.320 -0.087
N -0.4942 2.2529 2.3861 -0.062 0.147 -0.053
N -0.0347 1.7013 1.2120 -0.072 -0.313 -0.032
C 0.4251 2.4644 0.2875 0.062 0.062 0.144
C 0.5518 3.9291 0.5045 -0.001 0.010 -0.005
C -0.1158 4.8134 -0.3359 0.008 -0.023 0.004
C 0.0139 6.1815 -0.1504 0.005 0.021 0.007
C 0.8264 6.6697 0.8628 -0.012 0.004 -0.017
C 1.5012 5.7882 1.6966 0.004 -0.031 0.006
C 1.3587 4.4205 1.5255 0.000 0.038 -0.009
C 0.8197 1.9099 -1.0359 0.066 0.004 -0.097
C 1.7048 2.6196 -1.8414 0.049 0.017 -0.004
C 2.0231 2.1127 -3.0915 -0.020 -0.017 0.018
C 1.4453 0.9235 -3.4984 0.000 -0.025 0.031
C 0.5789 0.2805 -2.6224 0.116 -0.070 0.025
N 0.2743 0.7554 -1.4254 -0.169 0.214 0.055
H -2.8525 1.4335 4.3637 -0.005 -0.007 -0.010
H -1.8899 2.8807 4.3272 -0.007 -0.004 0.014
H -0.7409 4.4284 -1.1325 0.001 -0.001 0.001
H -0.5171 6.8651 -0.7998 0.002 0.001 0.003
H 0.9343 7.7374 1.0034 -0.002 -0.001 -0.003
H 2.1355 6.1674 2.4873 -0.001 -0.001 -0.001
H 1.8637 3.7273 2.1847 0.000 0.001 0.001
H 2.1389 3.5464 -1.4938 -0.009 -0.003 0.004
H 2.7123 2.6435 -3.7350 0.002 -0.003 -0.001
H 1.6574 0.4935 -4.4676 0.002 0.007 0.002
H 0.1203 -0.6659 -2.8863 -0.019 0.018 -0.018
Cl 0.0854 -2.7861 3.2714 0.138 -0.105 0.147
C 0.2152 -4.2397 2.3279 -0.032 0.043 0.005
C -0.9115 -4.6133 1.6162 0.020 -0.031 -0.001
C -0.9202 -5.7748 0.8675 -0.004 0.002 -0.002
C 0.2177 -6.5637 0.8338 -0.005 -0.008 -0.007
C 1.3414 -6.1664 1.5276 0.028 0.024 0.017
Cl 2.7609 -7.1796 1.4501 -0.003 -0.005 -0.007
C 1.3989 -4.9890 2.2955 -0.007 0.019 -0.046
N 2.5578 -4.6910 2.9857 -0.080 0.034 0.081
C 3.1028 -3.4255 3.3453 0.028 0.029 -0.128
C 3.4298 -3.2321 4.6844 0.003 -0.002 0.015
C 4.0381 -2.0647 5.1072 -0.001 -0.003 -0.006
C 4.3170 -1.0664 4.1842 -0.004 -0.001 -0.004
C 3.9987 -1.2578 2.8512 0.007 0.003 0.005
C 3.4034 -2.4353 2.4039 -0.035 -0.080 0.006
C 3.0870 -2.5842 0.9286 0.037 0.043 0.030
C 1.8972 -1.7166 0.5766 0.043 0.146 -0.018
O 0.8119 -2.2325 0.2268 -0.361 -0.054 0.335
O 1.9847 -0.4499 0.7366 0.013 -0.356 -0.199
H -1.7836 -3.9765 1.6675 -0.002 0.002 -0.002
H -1.8044 -6.0647 0.3176 0.003 -0.003 0.000
H 0.2488 -7.4825 0.2650 -0.002 0.001 0.001
H 3.1913 -5.4662 3.0849 0.011 -0.002 -0.024
H 3.1794 -4.0134 5.3907 -0.001 0.003 -0.001
H 4.2827 -1.9303 6.1529 -0.002 -0.002 -0.003
H 4.7837 -0.1428 4.5012 0.000 -0.003 -0.003
H 4.2094 -0.4812 2.1273 0.000 0.000 0.005
H 2.8587 -3.6147 0.6685 0.001 0.001 -0.023
H 3.9452 -2.2576 0.3384 0.008 0.040 0.027
```
Positions in Å, forces in eV/Å.

Output
Orbital gap (eV): 7.579
Total energy (eV): -79246.099

# C27H21ClFeN6O7

A molecular structure, C27H21ClFeN6O7 (the ωB97M-V functional and the def2-TZVPD basis, the OMol25 dataset).

Structure (XYZ):
```
63
Properties=species:S:1:pos:R:3:forces:R:3
Fe 0.9821 0.3862 -0.3795 -0.088 0.134 -0.135
O 1.4926 -0.0628 1.7871 -0.018 -0.058 0.131
C 0.7782 -0.9978 2.5060 0.309 0.357 0.321
C -0.1830 -1.9700 1.1052 -0.287 -0.406 -0.609
O -0.7848 -2.8771 1.5620 0.112 0.124 0.140
O 0.0546 -1.4008 0.0469 -0.045 -0.014 0.309
C 1.6764 -1.9270 3.2700 0.040 -0.074 -0.073
C 1.5971 -3.3157 3.3002 -0.022 0.042 0.011
C 2.5009 -4.0416 4.0632 -0.022 -0.022 -0.024
C 3.4837 -3.3996 4.7972 0.020 -0.002 0.027
C 3.5630 -2.0150 4.7772 0.004 0.016 -0.008
C 2.6675 -1.2816 4.0194 0.039 -0.010 0.038
C -0.3936 -0.4167 3.1774 0.018 -0.120 -0.026
C -0.7234 0.9300 3.0072 -0.083 0.133 -0.015
C -1.8065 1.4633 3.6843 0.033 0.019 -0.038
C -2.5686 0.6619 4.5236 -0.012 0.037 0.005
C -2.2410 -0.6778 4.6982 0.033 -0.076 -0.006
C -1.1611 -1.2186 4.0299 -0.103 0.025 0.056
H 2.4275 -0.3278 1.7263 -0.006 0.011 -0.118
H 0.8437 -3.8399 2.7357 -0.027 -0.008 -0.029
H 2.4345 -5.1206 4.0739 0.000 -0.014 -0.002
H 4.1852 -3.9749 5.3859 -0.001 0.000 -0.001
H 4.3185 -1.5019 5.3560 0.006 0.006 0.006
H 2.7185 -0.1995 4.0354 0.000 0.010 -0.004
H -0.1128 1.5657 2.3831 -0.007 -0.014 -0.003
H -2.0457 2.5119 3.5680 -0.002 0.003 0.006
H -3.4116 1.0831 5.0546 -0.008 0.006 0.000
H -2.8280 -1.2977 5.3617 0.002 -0.005 0.002
H -0.9041 -2.2592 4.1637 0.009 -0.039 0.007
O 5.1319 -0.2155 -4.3810 0.078 -0.112 -0.149
C 3.9789 -0.1808 -5.0194 0.046 -0.130 -0.056
O 3.8917 -0.2590 -6.2155 0.019 0.072 0.006
C 2.7405 -0.0606 -4.1881 -0.165 0.061 -0.009
C 1.4507 -0.0900 -4.7020 0.105 -0.057 0.019
Cl 0.8969 -0.3054 -6.2832 0.030 -0.002 0.008
N 0.5826 0.0308 -3.6703 0.049 -0.003 -0.002
N 1.2453 0.1311 -2.5116 0.412 0.087 0.153
C 2.5421 0.0882 -2.8030 -0.114 -0.124 -0.063
C 3.5059 0.1926 -1.6445 -0.295 0.169 0.118
O 4.7055 0.1438 -1.8323 0.042 -0.138 0.105
O 2.9271 0.3535 -0.4970 0.138 -0.156 -0.097
C -0.8423 0.0422 -3.6860 -0.087 0.050 -0.037
C -1.5068 0.9486 -4.4991 -0.036 -0.063 0.004
C -2.8937 0.9290 -4.5278 0.008 0.017 -0.026
C -3.5971 0.0401 -3.7255 -0.039 -0.016 -0.008
C -2.9168 -0.8395 -2.8938 0.013 -0.012 0.026
C -1.5301 -0.8535 -2.8801 0.034 0.056 0.025
H 5.0396 -0.1727 -3.3953 -0.009 0.216 0.013
H -0.9477 1.6376 -5.1164 0.009 0.012 0.003
H -3.4217 1.6038 -5.1887 -0.007 0.010 -0.003
H -4.6781 0.0183 -3.7605 -0.025 0.000 -0.004
H -3.4636 -1.5359 -2.2734 -0.014 -0.016 0.001
H -0.9846 -1.5512 -2.2579 -0.008 0.005 -0.026
N -3.8191 4.8290 -0.7471 0.004 -0.003 -0.007
C -2.9951 3.7931 -0.9038 -0.011 0.038 0.017
N -3.2799 2.8651 -1.8232 0.004 0.053 0.041
N -1.9272 3.7511 -0.1088 -0.129 -0.092 -0.064
C -1.1161 2.7585 -0.2148 0.219 -0.027 -0.028
N -0.3311 1.9027 -0.2652 -0.160 0.041 0.072
H -4.6181 4.9771 -1.3363 -0.008 0.004 0.009
H -3.5779 5.5260 -0.0638 0.000 0.006 -0.002
H -4.0933 2.9325 -2.4087 -0.007 0.008 -0.009
H -2.6583 2.0910 -1.9957 0.012 -0.015 0.005
```
Positions in Å, forces in eV/Å.

Output
Total charge: +1
Orbital gap (spin up / spin down) (eV): 9.273 / 6.111
Total energy (eV): -98519.099
2S+1: 6

| no. | F_max (hartree/bohr) |
| --- | --- |
| 1 | 0.0017 |
| 2 | 0.0136 |
| 3 | 0.0153 |